ORCA calculation (the ωB97M-V functional and the def2-TZVPD basis) on one molecule with the formula C4H7NO2.

Geometry as XYZ:
```
14
Properties=species:S:1:pos:R:3:forces:R:3:nbo_charge:R:1
H -1.7047 2.2702 -1.2922 0.050 0.012 -0.035 0.351
N -0.7272 2.1085 -1.5335 0.039 -0.277 0.303 -0.684
C -0.2226 1.2317 -0.7832 0.025 0.228 -0.247 0.536
C 1.2025 0.7406 -0.8365 0.037 0.159 -0.156 -0.151
O 1.2434 -0.3353 0.0766 0.046 -0.075 -0.013 -0.521
C 0.0664 -0.3320 0.8491 -0.081 -0.208 0.204 0.382
C -0.5119 -1.7245 0.9027 -0.024 -0.028 0.031 -0.640
O -0.8537 0.5555 0.2106 0.006 0.053 -0.090 -0.503
H 1.4529 0.3813 -1.8384 -0.017 0.095 0.125 0.213
H 1.8998 1.5403 -0.5564 -0.108 -0.096 -0.014 0.199
H 0.2712 0.0690 1.8534 -0.019 -0.023 -0.152 0.150
H -1.4340 -1.7352 1.4893 0.120 0.011 -0.049 0.221
H 0.2128 -2.4049 1.3587 -0.101 0.106 -0.047 0.226
H -0.7263 -2.0614 -0.1158 0.028 0.041 0.141 0.222
```
Positions in Å, forces in eV/Å.

Output
DFT total energy	-9846.1459	eV
total charge	0
HOMO-LUMO gap	11.15	eV
SMILES string	[H]/N=C1/CO[C@H](C)O1
HOMO level	-10.232	eV